The following is a quantum chemistry calculation of a cluster of 5 separate species, C21H53BrNO16P4 in total in a non-equilibrium geometry, from the OMol25 dataset.

Geometry as XYZ:
```
96
Properties=species:S:1:pos:R:3:forces:R:3:lowdin_charge:R:1
C 0.1485 -0.3706 -1.2523 -4.311 -3.412 -8.954 0.222
C -0.4545 -0.7543 -2.4848 3.733 2.462 8.944 -0.132
N -1.4800 -1.1627 -3.5585 1.943 -0.522 2.727 -0.607
Br -2.1018 0.4202 -4.3376 -0.222 0.902 -0.472 1.008
C -2.6858 -1.8878 -2.9935 -3.826 -0.635 1.826 -0.235
C -3.0464 -1.5236 -1.4363 -0.981 -0.690 0.920 -0.221
C -2.3561 -2.5717 -0.3326 0.579 0.423 -0.040 -0.126
C -0.7648 -2.1123 -4.4884 2.902 -1.713 -2.452 -0.198
C -0.0602 -1.4289 -5.7977 1.706 -0.652 -1.055 -0.382
C 1.1745 -0.3815 -5.4417 -0.696 1.168 -0.487 -0.114
C 0.6720 -2.6848 -6.6258 -1.439 -0.561 0.635 -0.105
H 0.8430 -0.3167 -0.2989 -1.471 -0.266 -2.083 0.085
H -3.6245 -1.5449 -3.6448 2.296 -0.804 1.247 0.125
H -2.6471 -3.0538 -3.0792 0.634 2.321 0.069 0.152
H -4.2203 -1.6992 -1.3123 2.513 0.469 -0.547 0.130
H -2.8724 -0.3929 -1.1419 -0.103 -2.373 -0.851 0.120
H -2.8944 -3.6326 -0.3293 1.097 2.438 -0.075 0.094
H -2.3999 -2.0895 0.7581 -0.042 -1.135 -2.491 0.092
H -1.2085 -2.7210 -0.5841 -2.434 0.232 0.582 0.070
H 0.1178 -2.6008 -3.8499 -2.042 1.151 -1.279 0.170
H -1.4103 -3.0158 -4.8734 0.682 2.199 0.983 0.158
H -0.8334 -0.9763 -6.5870 1.592 -0.747 2.172 0.126
H 2.0021 -0.3512 -6.2996 -1.983 -0.301 1.872 0.096
H 1.7046 -0.6025 -4.4202 -1.158 0.357 -1.964 0.088
H 0.7017 0.7090 -5.4386 1.242 -2.208 0.336 0.069
H -0.1077 -3.0410 -7.4483 1.932 0.584 1.625 0.087
H 1.7014 -2.3685 -7.0988 -2.252 -0.727 1.034 0.091
H 0.7840 -3.5820 -5.8486 0.173 1.799 -1.897 0.094
C 4.1636 -1.6934 2.7844 0.746 0.519 -0.221 -0.106
O 3.0630 -2.4429 3.2545 -1.900 -0.423 0.118 -0.216
P 1.5932 -1.8381 3.0007 -0.363 -0.282 -0.105 0.447
O 1.2297 -1.6492 1.5610 0.379 0.385 1.567 -0.272
O 1.5728 -0.4887 3.8797 -0.236 -0.463 -1.664 -0.216
C 1.9576 -0.5485 5.2380 0.195 0.033 0.943 -0.093
O 0.6315 -2.8381 3.8177 2.272 0.339 -0.835 -0.213
C -0.7554 -2.5683 3.8009 -1.176 0.185 0.239 -0.104
H 4.8912 -2.3742 2.3357 -0.202 0.043 0.084 0.097
H 3.8633 -0.9508 2.0390 0.051 -0.104 0.044 0.087
H 4.6314 -1.1838 3.6312 -0.019 -0.019 -0.109 0.092
H 2.8371 0.0842 5.3803 -0.064 -0.057 -0.015 0.091
H 2.1959 -1.5655 5.5585 -0.034 0.087 -0.041 0.097
H 1.1402 -0.1643 5.8531 0.145 -0.131 -0.158 0.067
H -1.0029 -1.7273 3.1470 0.010 -0.069 0.091 0.079
H -1.0814 -2.3350 4.8186 0.010 0.048 -0.224 0.079
H -1.2855 -3.4582 3.4535 0.138 0.080 -0.005 0.094
C -5.5999 0.7848 5.6590 -0.809 -0.417 0.094 -0.109
O -4.3613 1.4628 5.6758 1.803 0.259 0.222 -0.224
P -3.1165 0.7131 6.3678 0.501 -0.688 -0.361 0.440
O -2.7335 -0.5880 5.7346 -0.597 1.642 1.177 -0.249
O -3.5428 0.6046 7.9171 0.447 -0.903 -1.222 -0.218
C -3.9784 1.7670 8.5922 -0.275 0.664 0.520 -0.108
O -1.9599 1.8332 6.3697 -1.981 -0.382 -0.757 -0.212
C -0.7122 1.4815 6.9321 0.818 -0.108 0.663 -0.115
H -6.0696 0.9273 4.6827 0.166 0.019 0.127 0.093
H -5.4811 -0.2870 5.8445 -0.010 0.109 -0.066 0.090
H -6.2474 1.2132 6.4290 0.024 -0.079 -0.075 0.091
H -5.0104 1.6160 8.9179 0.104 0.012 -0.022 0.092
H -3.9318 2.6572 7.9603 0.024 -0.080 0.049 0.090
H -3.3475 1.9215 9.4710 -0.062 -0.036 -0.125 0.096
H -0.6781 0.4305 7.2326 -0.051 0.022 -0.082 0.085
H -0.5323 2.1082 7.8103 0.040 -0.070 -0.250 0.077
H 0.0734 1.6677 6.1961 -0.174 0.078 0.078 0.078
C -0.6082 -1.3276 -10.1592 -0.427 -0.145 0.504 -0.111
O 0.2713 -1.1445 -11.2487 0.761 -0.210 -1.263 -0.219
P 0.2780 -2.2765 -12.3928 -1.215 -0.143 -1.253 0.433
O -1.0291 -2.4689 -13.0963 2.115 -0.059 1.382 -0.238
O 0.8318 -3.5868 -11.6375 -1.008 0.414 -0.603 -0.219
C 2.0297 -3.4954 -10.8937 0.634 -0.056 0.356 -0.111
O 1.5022 -1.8401 -13.3431 -0.974 0.656 1.732 -0.223
C 1.7817 -2.6555 -14.4628 0.249 -0.592 -0.798 -0.105
H -1.0744 -0.3701 -9.9143 0.093 -0.093 -0.150 0.095
H -1.3911 -2.0580 -10.3848 0.037 0.112 -0.006 0.095
H -0.0333 -1.6723 -9.2952 -0.036 0.003 -0.031 0.057
H 1.8091 -3.7188 -9.8470 0.028 -0.007 -0.060 0.080
H 2.4843 -2.5039 -10.9573 -0.027 -0.073 -0.023 0.089
H 2.7378 -4.2361 -11.2734 -0.093 0.086 0.046 0.096
H 1.0513 -3.4614 -14.5772 0.038 0.129 -0.018 0.090
H 2.7769 -3.0926 -14.3408 -0.122 0.069 0.008 0.092
H 1.7736 -2.0365 -15.3629 -0.050 -0.061 0.168 0.096
C 3.5991 3.6006 6.2404 0.097 -0.473 -0.659 -0.108
O 3.4467 4.5400 7.2836 -0.829 1.006 1.152 -0.217
P 1.9510 5.0188 7.6358 -0.699 -0.670 0.639 0.443
O 1.0290 3.9277 8.0829 1.168 1.698 -1.026 -0.239
O 1.4725 5.7997 6.3109 -0.412 -1.130 0.858 -0.220
C 2.3016 6.8091 5.7721 0.418 0.627 -0.385 -0.110
O 2.1789 6.1969 8.7095 1.033 -1.396 -1.085 -0.219
C 1.0318 6.8445 9.2205 -0.770 0.509 0.351 -0.106
H 4.3455 2.8592 6.5362 -0.117 0.161 0.064 0.095
H 2.6594 3.0887 6.0116 0.083 0.020 0.052 0.078
H 3.9521 4.1205 5.3456 -0.042 -0.084 0.039 0.091
H 2.6021 6.5134 4.7640 -0.030 0.042 0.090 0.091
H 3.1972 6.9776 6.3748 -0.086 -0.012 -0.036 0.091
H 1.7317 7.7397 5.7143 0.055 -0.124 0.016 0.095
H 0.1062 6.3877 8.8590 0.097 0.010 0.077 0.088
H 1.0535 7.8942 8.9134 0.019 -0.141 0.026 0.093
H 1.0523 6.7933 10.3116 0.026 -0.050 -0.170 0.096
```
Positions in Å, forces in eV/Å.

The value obtained for the total energy is -6029.72821 hartree. The calculation puts the HOMO energy at -12.1 eV. As for the net charge: +1.


The following is a quantum chemistry calculation of a structure of composition C21H53ClI2O18S6Si, from the OMol25 dataset.

Geometry as XYZ:
```
102
Properties=species:S:1:pos:R:3:forces:R:3:lowdin_charge:R:1
C 1.7661 -5.7364 3.7538 0.007 -0.061 -0.054 -0.198
C 2.9657 -6.5344 3.2933 0.031 0.089 -0.046 -0.907
I 3.0692 -8.4528 4.1184 0.020 -0.040 0.017 0.854
C 3.8727 -6.0605 2.4369 -0.139 0.008 0.058 -1.004
I 5.4997 -7.1540 1.7237 0.060 -0.042 -0.027 0.798
Si 3.7814 -4.3508 1.7085 -0.034 -0.011 0.143 0.147
Cl 2.7572 -4.4183 -0.0765 0.013 -0.051 -0.093 0.266
H 1.2208 -5.3455 2.8952 0.022 0.067 -0.009 0.055
H 1.0709 -6.3624 4.3030 -0.007 -0.012 0.034 0.042
H 2.0779 -4.9117 4.3965 -0.001 -0.011 -0.002 0.080
H 3.0313 -3.4368 2.5873 0.041 0.020 -0.010 -0.041
H 5.1369 -3.8494 1.4462 -0.011 0.008 -0.019 -0.056
O -2.2559 -0.1130 1.6441 -0.020 -0.070 -0.035 -0.274
S -2.6895 -1.2412 0.8734 0.075 0.024 0.006 0.572
O -2.4243 -2.5562 1.3785 -0.064 0.027 -0.012 -0.280
O -2.1373 -1.1093 -0.6016 -0.065 -0.071 0.024 -0.261
C -0.7050 -0.9005 -0.7767 0.110 0.103 -0.012 -0.230
C 0.1037 -2.1500 -0.5220 -0.077 -0.017 0.017 -0.096
C -4.4001 -1.0977 0.4979 -0.021 0.003 -0.001 -0.116
H -0.3999 -0.0762 -0.1308 -0.018 -0.022 0.021 0.102
H -0.6286 -0.5734 -1.8114 -0.010 -0.019 0.005 0.125
H 0.0562 -2.4542 0.5221 0.022 0.008 -0.008 0.069
H 1.1463 -1.9590 -0.7761 -0.011 0.011 -0.016 0.063
H -0.2593 -2.9758 -1.1339 0.032 0.004 -0.007 0.088
H -4.5899 -0.1056 0.0980 0.004 -0.010 -0.003 0.076
H -4.9321 -1.2435 1.4359 0.008 0.007 -0.005 0.078
H -4.6646 -1.8734 -0.2158 0.001 0.002 0.010 0.077
O 2.2513 4.3400 -0.6749 -0.020 0.009 0.012 -0.277
S 1.2999 5.2063 -0.0428 0.025 -0.029 0.009 0.568
O 1.3411 5.3600 1.3799 -0.031 0.012 -0.056 -0.276
O -0.1597 4.7726 -0.4996 0.003 0.043 0.110 -0.267
C -0.4885 3.3610 -0.4077 -0.020 -0.105 -0.119 -0.248
C -0.7634 2.9028 1.0050 0.040 0.056 0.001 -0.061
C 1.3179 6.7917 -0.7959 0.015 0.018 -0.018 -0.124
H 0.3218 2.7962 -0.8720 0.006 0.014 0.024 0.109
H -1.3741 3.2688 -1.0344 0.005 0.016 0.012 0.122
H 0.1267 2.9674 1.6287 0.013 -0.005 -0.020 0.080
H -1.0998 1.8657 0.9808 -0.029 0.046 0.065 0.044
H -1.5447 3.5093 1.4636 -0.009 -0.018 -0.016 0.090
H 1.2699 6.6781 -1.8748 -0.002 -0.008 0.012 0.072
H 2.2574 7.2600 -0.5139 -0.003 -0.023 -0.018 0.051
H 0.4738 7.3616 -0.4157 0.016 0.008 -0.002 0.082
O -0.8135 -6.6459 1.9952 -0.016 0.035 0.004 -0.284
S -2.1968 -6.8202 2.3378 0.056 -0.067 -0.004 0.561
O -2.5664 -7.9702 3.1069 -0.046 0.067 -0.031 -0.275
O -3.0616 -6.7491 1.0115 -0.037 -0.083 0.067 -0.263
C -2.5877 -7.5042 -0.1381 0.062 0.052 -0.173 -0.241
C -2.7979 -8.9927 0.0054 0.003 0.016 0.091 -0.069
C -2.8253 -5.3727 3.1054 -0.002 0.018 0.019 -0.114
H -1.5405 -7.2482 -0.3030 -0.005 -0.013 0.049 0.112
H -3.1730 -7.0961 -0.9602 -0.017 -0.008 0.025 0.121
H -2.1757 -9.4100 0.7958 0.019 0.010 -0.009 0.079
H -2.5374 -9.4788 -0.9353 -0.007 -0.014 0.001 0.086
H -3.8376 -9.2249 0.2280 -0.003 -0.003 -0.036 0.065
H -2.5766 -4.5087 2.4957 0.008 0.006 0.015 0.037
H -2.3533 -5.3146 4.0845 0.006 -0.001 -0.012 0.080
H -3.9012 -5.4862 3.2138 0.010 -0.009 0.009 0.078
O -5.3553 -11.0723 -0.8431 -0.043 -0.015 -0.024 -0.283
S -6.6750 -11.5446 -0.5388 0.064 -0.008 0.019 0.564
O -6.8295 -12.8544 0.0149 -0.030 0.050 -0.032 -0.270
O -7.5830 -11.3877 -1.8303 -0.033 -0.069 0.061 -0.267
C -7.0619 -11.9151 -3.0802 0.053 0.058 -0.114 -0.245
C -7.1416 -13.4224 -3.1578 -0.022 -0.006 0.043 -0.071
C -7.5113 -10.3798 0.4777 0.001 0.012 0.025 -0.120
H -6.0417 -11.5508 -3.2050 -0.004 -0.014 0.031 0.112
H -7.6909 -11.4439 -3.8325 -0.006 -0.005 0.018 0.121
H -6.4875 -13.8979 -2.4294 0.011 0.012 -0.005 0.074
H -6.8379 -13.7377 -4.1570 -0.007 -0.012 0.001 0.082
H -8.1608 -13.7640 -2.9777 0.006 0.004 -0.018 0.086
H -7.4071 -9.3906 0.0408 -0.003 -0.011 -0.003 0.075
H -7.0279 -10.4254 1.4518 -0.001 0.004 -0.010 0.079
H -8.5545 -10.6738 0.5563 0.010 -0.002 0.005 0.076
O 3.2082 8.9595 -2.2303 -0.085 0.001 -0.008 -0.303
S 3.9151 9.8447 -3.1188 0.080 -0.031 -0.020 0.576
O 3.6657 11.2494 -3.0216 -0.034 -0.048 0.009 -0.263
O 3.6706 9.3468 -4.6028 0.085 0.101 -0.012 -0.259
C 2.2982 9.1457 -5.0324 -0.074 -0.107 -0.010 -0.241
C 1.5777 10.4424 -5.3230 0.034 0.033 0.012 -0.070
C 5.6373 9.5329 -3.0157 0.015 0.031 0.023 -0.104
H 1.7863 8.5514 -4.2742 0.015 0.026 0.013 0.107
H 2.4032 8.5393 -5.9294 0.010 0.010 0.007 0.123
H 1.4396 11.0376 -4.4224 -0.002 -0.017 0.005 0.072
H 0.5978 10.2118 -5.7433 0.001 0.009 -0.010 0.083
H 2.1361 11.0386 -6.0444 -0.014 -0.013 -0.008 0.086
H 5.8071 8.4626 -3.0933 -0.013 0.005 -0.010 0.082
H 5.9484 9.9081 -2.0397 -0.008 -0.006 -0.002 0.056
H 6.1346 10.0771 -3.8144 -0.005 0.004 0.013 0.080
O 5.6137 8.5492 1.6542 0.006 0.020 -0.017 -0.270
S 5.1233 9.8520 1.3157 -0.010 -0.023 0.041 0.570
O 5.8280 10.6062 0.3170 -0.039 -0.020 -0.010 -0.287
O 4.9855 10.7106 2.6423 0.050 0.076 -0.120 -0.263
C 6.1228 10.7360 3.5445 0.031 -0.070 0.135 -0.243
C 7.2439 11.6205 3.0487 -0.025 0.016 -0.042 -0.072
C 3.4251 9.7869 0.8917 -0.090 -0.028 0.032 -0.113
H 6.4511 9.7093 3.7092 -0.002 0.007 -0.035 0.113
H 5.6987 11.1147 4.4721 -0.006 0.003 -0.018 0.122
H 7.6947 11.2264 2.1398 -0.001 -0.016 0.009 0.072
H 8.0117 11.6787 3.8214 0.005 0.012 -0.005 0.082
H 6.8783 12.6262 2.8417 0.006 -0.004 0.018 0.085
H 2.8857 9.2253 1.6506 0.053 0.004 0.024 0.082
H 3.3759 9.2909 -0.0756 -0.017 0.038 0.008 0.029
H 3.0473 10.8028 0.8052 0.031 0.002 -0.007 0.086
```
Positions in Å, forces in eV/Å.

The value obtained for the total energy is -5920.42569 hartree. The calculation puts the HOMO energy at -8.7 eV.